A structure of composition C28H35AsBrGePdSi2, computed with ωB97M-V/def2-TZVPD.

Its energy above the lowest of the compared OMol25 structures with the same formula, charge and spin is 39.9 kcal per mole. The molar mass comes out at 761.62 g mol⁻¹. The gap between HOMO and LUMO (alpha / beta) comes out at 5.291 / 5.290 eV.

ORCA input file:
```
! wB97M-V def2-TZVPD RIJCOSX def2/J DEFGRID3
* xyz 3 1
Pd 1.09 0.75 0.20
Br 1.56 0.20 2.77
C 0.30 -1.23 2.66
C 0.08 -1.96 3.78
C -0.77 -3.08 3.74
C -1.36 -3.44 2.56
C -1.14 -2.69 1.38
C -1.73 -3.09 0.14
C -1.53 -2.38 -1.00
C -0.74 -1.22 -0.96
C -0.11 -0.82 0.19
C -0.31 -1.54 1.42
H 0.58 -1.69 4.71
H -0.94 -3.65 4.64
H -1.99 -4.31 2.51
H -2.35 -3.97 0.13
H -1.98 -2.69 -1.94
H -0.62 -0.64 -1.87
C -3.66 2.90 2.04
Si -3.22 1.64 0.74
C -3.45 -0.12 1.27
C -3.77 2.05 -0.99
As -0.80 2.02 0.30
Si -0.09 4.40 0.30
C -0.13 4.58 2.16
C -1.36 5.35 -0.66
C 1.62 4.35 -0.44
H -4.73 2.80 2.24
H -3.49 3.93 1.71
H -3.14 2.74 2.98
H -4.52 -0.27 1.46
H -2.93 -0.36 2.20
H -3.16 -0.83 0.50
H -4.86 1.97 -1.01
H -3.39 1.36 -1.75
H -3.53 3.08 -1.29
H -1.13 4.48 2.58
H 0.21 5.60 2.38
H 0.55 3.90 2.68
H -2.35 5.31 -0.21
H -1.43 5.04 -1.70
H -1.05 6.40 -0.66
H 2.29 3.71 0.15
H 2.05 5.35 -0.44
H 1.61 4.00 -1.47
Ge 2.18 -1.96 -0.36
C 2.82 -0.29 -1.07
C 3.81 0.38 -0.32
C 4.53 1.43 -0.87
C 4.28 1.81 -2.19
C 3.32 1.15 -2.96
C 2.59 0.12 -2.40
C 1.72 -3.52 -1.29
C 1.44 -4.64 -0.50
C 1.09 -5.84 -1.09
C 1.02 -5.92 -2.48
C 1.31 -4.81 -3.27
C 1.66 -3.61 -2.69
H 2.50 -2.11 1.12
H 4.05 0.05 0.69
H 5.29 1.93 -0.30
H 4.86 2.61 -2.63
H 3.15 1.45 -3.98
H 1.84 -0.38 -3.01
H 1.51 -4.58 0.59
H 0.88 -6.71 -0.48
H 0.76 -6.86 -2.95
H 1.28 -4.90 -4.35
H 1.91 -2.77 -3.32
*
```

Okay, here come the natural (NBO) numbers, in e, for every atom: atom 1 (Pd): 0.545, atom 2 (Br): 0.165, atom 3 (C): -0.117, atom 4 (C): -0.186, atom 5 (C): -0.155, atom 6 (C): -0.157, atom 7 (C): -0.068, atom 8 (C): -0.102, atom 9 (C): -0.219, atom 10 (C): -0.268, atom 11 (C): -0.133, atom 12 (C): -0.102, atom 13 (H): 0.263, atom 14 (H): 0.263, atom 15 (H): 0.253, atom 16 (H): 0.255, atom 17 (H): 0.261, atom 18 (H): 0.245, atom 19 (C): -1.149, atom 20 (Si): 1.520, atom 21 (C): -1.156, atom 22 (C): -1.148, atom 23 (As): 0.265, atom 24 (Si): 1.495, atom 25 (C): -1.143, atom 26 (C): -1.149, atom 27 (C): -1.153, atom 28 (H): 0.296, atom 29 (H): 0.261, atom 30 (H): 0.268, atom 31 (H): 0.293, atom 32 (H): 0.260, atom 33 (H): 0.253, atom 34 (H): 0.299, atom 35 (H): 0.261, atom 36 (H): 0.265, atom 37 (H): 0.265, atom 38 (H): 0.300, atom 39 (H): 0.259, atom 40 (H): 0.265, atom 41 (H): 0.271, atom 42 (H): 0.298, atom 43 (H): 0.242, atom 44 (H): 0.296, atom 45 (H): 0.262, atom 46 (Ge): 1.556, atom 47 (C): -0.672, atom 48 (C): -0.141, atom 49 (C): -0.230, atom 50 (C): -0.106, atom 51 (C): -0.194, atom 52 (C): -0.165, atom 53 (C): -0.600, atom 54 (C): -0.162, atom 55 (C): -0.201, atom 56 (C): -0.118, atom 57 (C): -0.210, atom 58 (C): -0.111, atom 59 (H): -0.117, atom 60 (H): 0.235, atom 61 (H): 0.259, atom 62 (H): 0.257, atom 63 (H): 0.257, atom 64 (H): 0.232, atom 65 (H): 0.226, atom 66 (H): 0.250, atom 67 (H): 0.252, atom 68 (H): 0.251, atom 69 (H): 0.210


A structure of composition C21H46NOP3SYb, computed with ωB97M-V/def2-TZVPD.

Its energy above the lowest of the compared OMol25 structures with the same formula, charge and spin is 0.0 kcal per mole. The molar mass comes out at 626.63 g mol⁻¹. The gap between HOMO and LUMO (alpha / beta) comes out at 7.035 / 6.112 eV.

ORCA input file:
```
! wB97M-V def2-TZVPD RIJCOSX def2/J DEFGRID3
* xyz 3 2
Yb -0.18 -1.80 -2.16
P -0.29 2.64 1.99
P -3.44 -0.40 0.28
P 3.30 1.43 -0.29
H 2.19 -2.57 -4.36
C 1.96 -1.76 -3.64
C 1.95 -2.28 -2.27
H 1.48 -3.28 -2.16
C -0.67 3.87 0.71
C -1.87 2.02 2.61
C 0.49 3.50 3.39
C -3.58 -2.00 -0.59
C -4.91 -0.48 1.39
C -4.05 0.80 -0.97
C 4.86 1.43 -1.17
C 3.51 1.16 1.49
C 2.64 3.11 -0.54
H 2.76 -1.00 -3.77
H 2.94 -2.25 -1.79
H -0.95 4.82 1.18
H -1.51 3.50 0.11
H 0.19 4.02 0.05
H -2.25 2.68 3.40
H -1.74 1.01 3.04
H -2.60 1.97 1.80
H -0.29 3.98 4.00
H 1.19 4.27 3.01
H 1.04 2.78 4.00
H -4.52 -2.46 -0.30
H -2.76 -2.65 -0.27
H -3.55 -1.88 -1.67
H -5.75 0.06 0.95
H -4.65 0.00 2.35
H -5.18 -1.52 1.58
H -5.15 0.78 -0.98
H -3.65 0.57 -1.97
H -3.70 1.81 -0.68
H 5.35 2.41 -1.02
H 4.73 1.27 -2.24
H 5.51 0.65 -0.75
H 4.53 1.33 1.80
H 3.21 0.12 1.71
H 2.82 1.83 2.03
H 3.45 3.78 -0.84
H 2.18 3.44 0.40
H 1.86 3.07 -1.34
C 0.65 -1.15 -4.11
C 0.23 0.07 -3.59
C -1.12 0.28 -3.30
C -2.05 -0.70 -3.66
C -1.65 -1.87 -4.30
C -0.29 -2.09 -4.53
S 1.69 0.30 -0.46
H 0.58 1.62 1.40
H 0.98 0.78 -3.22
H -1.43 1.17 -2.76
H -3.11 -0.55 -3.44
H -2.38 -2.66 -4.53
H 0.04 -3.01 -5.03
C 1.21 -2.47 3.58
N 1.09 -2.67 2.14
C 2.21 -3.27 1.45
C 0.02 -2.24 1.44
C -1.01 -1.48 2.23
O -0.09 -2.43 0.19
H 2.13 -2.97 3.90
H 0.36 -2.91 4.12
H 1.29 -1.40 3.85
H 1.89 -3.75 0.53
H 2.99 -2.52 1.23
H 2.63 -4.01 2.14
H -0.53 -0.67 2.79
H -1.75 -1.04 1.53
H -1.52 -2.16 2.94
*
```

Okay, here come the Löwdin numbers, in e, for every atom: atom 1 (Yb): 1.359, atom 2 (P): 0.904, atom 3 (P): 0.798, atom 4 (P): 0.405, atom 5 (H): 0.151, atom 6 (C): -0.223, atom 7 (C): -0.176, atom 8 (H): 0.087, atom 9 (C): -0.187, atom 10 (C): -0.203, atom 11 (C): -0.195, atom 12 (C): -0.274, atom 13 (C): -0.249, atom 14 (C): -0.278, atom 15 (C): -0.189, atom 16 (C): -0.245, atom 17 (C): -0.237, atom 18 (H): 0.148, atom 19 (H): 0.096, atom 20 (H): 0.088, atom 21 (H): 0.056, atom 22 (H): 0.030, atom 23 (H): 0.083, atom 24 (H): 0.038, atom 25 (H): 0.030, atom 26 (H): 0.079, atom 27 (H): 0.072, atom 28 (H): 0.068, atom 29 (H): 0.056, atom 30 (H): 0.019, atom 31 (H): 0.016, atom 32 (H): 0.053, atom 33 (H): 0.036, atom 34 (H): 0.052, atom 35 (H): 0.055, atom 36 (H): -0.003, atom 37 (H): 0.029, atom 38 (H): 0.079, atom 39 (H): 0.071, atom 40 (H): 0.071, atom 41 (H): 0.064, atom 42 (H): 0.027, atom 43 (H): 0.027, atom 44 (H): 0.063, atom 45 (H): 0.025, atom 46 (H): 0.054, atom 47 (C): -0.308, atom 48 (C): -0.108, atom 49 (C): -0.084, atom 50 (C): -0.101, atom 51 (C): -0.057, atom 52 (C): -0.077, atom 53 (S): 0.344, atom 54 (H): -0.018, atom 55 (H): 0.108, atom 56 (H): 0.132, atom 57 (H): 0.112, atom 58 (H): 0.151, atom 59 (H): 0.163, atom 60 (C): -0.018, atom 61 (N): -0.128, atom 62 (C): -0.013, atom 63 (C): -0.459, atom 64 (C): -0.033, atom 65 (O): -0.172, atom 66 (H): 0.101, atom 67 (H): 0.112, atom 68 (H): 0.095, atom 69 (H): 0.087, atom 70 (H): 0.092, atom 71 (H): 0.104, atom 72 (H): 0.066, atom 73 (H): -0.043, atom 74 (H): 0.121


A structure of composition C6H6Cl4NO4P, computed with ωB97M-V/def2-TZVPD.

The molar mass comes out at 328.90 g mol⁻¹. The gap between HOMO and LUMO comes out at 9.788 eV.

ORCA input file:
```
! wB97M-V def2-TZVPD RIJCOSX def2/J DEFGRID3
* xyz 0 1
O -2.10 0.35 -1.11
P -1.02 -0.51 -1.64
O -1.60 -2.07 -1.64
O -0.66 -0.18 -3.23
O 0.40 -0.44 -0.80
C 0.59 0.85 -0.19
C 0.48 2.02 -1.05
C 0.70 3.28 -0.31
C 1.01 3.14 1.10
N 1.12 2.04 1.86
C 0.89 0.86 1.22
H -2.55 -1.94 -1.86
H 0.21 -0.60 -3.44
H 0.24 1.98 -2.13
H 0.63 4.26 -0.84
H 1.20 4.11 1.63
H 0.98 -0.10 1.83
C -0.11 -3.41 2.12
Cl 0.11 -1.66 1.89
Cl 1.16 -4.28 1.25
Cl -0.01 -3.80 3.85
Cl -1.69 -3.89 1.49
*
```

Okay, here come the natural (NBO) numbers, in e, for every atom: atom 1 (O): -1.085, atom 2 (P): 2.476, atom 3 (O): -0.968, atom 4 (O): -0.965, atom 5 (O): -0.787, atom 6 (C): 0.229, atom 7 (C): -0.210, atom 8 (C): -0.236, atom 9 (C): 0.022, atom 10 (N): -0.394, atom 11 (C): -0.001, atom 12 (H): 0.517, atom 13 (H): 0.504, atom 14 (H): 0.251, atom 15 (H): 0.236, atom 16 (H): 0.196, atom 17 (H): 0.204, atom 18 (C): -0.216, atom 19 (Cl): 0.066, atom 20 (Cl): 0.051, atom 21 (Cl): 0.052, atom 22 (Cl): 0.057


A structure of composition C3H3NO2, computed with ωB97M-V/def2-TZVPD.

Its energy above the lowest of the compared OMol25 structures with the same formula, charge and spin is 105.5 kcal per mole. The molar mass comes out at 85.06 g mol⁻¹. The gap between HOMO and LUMO (alpha / beta) comes out at 8.415 / 7.857 eV.

ORCA input file:
```
! wB97M-V def2-TZVPD RIJCOSX def2/J DEFGRID3
* xyz 0 3
C -0.05 -0.44 0.53
C 0.03 1.53 0.44
C 0.47 -1.35 -0.43
N -0.99 2.08 0.42
O -1.97 2.68 0.20
O 0.93 0.54 0.70
H 1.54 -1.18 -0.71
H 0.41 -2.47 0.01
H -0.36 -1.39 -1.17
*
```

Okay, here come the natural (NBO) numbers, in e, for every atom: atom 1 (C): 0.346, atom 2 (C): 0.383, atom 3 (C): -0.786, atom 4 (N): 0.176, atom 5 (O): -0.394, atom 6 (O): -0.459, atom 7 (H): 0.260, atom 8 (H): 0.228, atom 9 (H): 0.246


A structure of composition C18H44GaNO4PS, computed with ωB97M-V/def2-TZVPD.

The molar mass comes out at 471.32 g mol⁻¹. The gap between HOMO and LUMO comes out at 7.055 eV.

ORCA input file:
```
! wB97M-V def2-TZVPD RIJCOSX def2/J DEFGRID3
* xyz -1 1
C 1.54 0.35 -2.43
C 2.46 0.81 -3.71
S 3.10 -0.58 -4.78
C 1.95 -2.06 -4.81
Ga 2.08 -3.32 -3.18
C 0.23 -3.53 -2.20
C -0.82 -2.31 -2.50
C -1.23 -1.43 -1.16
O -0.52 -1.43 -0.01
O -2.49 -0.61 -1.17
P 3.82 -2.86 -1.68
N 3.17 -2.62 -0.19
O 4.88 -4.23 -1.55
O 4.75 -1.43 -2.03
H 1.88 -0.64 -1.91
H 0.41 0.38 -2.74
H 1.67 1.20 -1.60
H 3.41 1.37 -3.25
H 1.86 1.65 -4.28
H 2.23 -2.68 -5.78
H 0.86 -1.64 -5.03
H 2.39 -4.80 -3.78
H -0.28 -4.52 -2.63
H 0.34 -3.69 -1.04
H -0.47 -1.53 -3.31
H -1.85 -2.78 -2.89
H -3.06 -0.90 -0.38
H 2.13 -2.68 -0.23
H 4.47 -5.02 -2.00
H 4.90 -0.85 -1.23
C 0.92 4.34 -1.64
C -0.09 4.08 -0.54
C -1.40 3.46 -1.05
C -2.19 4.33 -2.04
C -2.59 5.71 -1.52
C -3.51 5.66 -0.32
H 0.55 5.06 -2.38
H 1.84 4.74 -1.22
H 1.17 3.41 -2.17
H -0.30 5.01 0.00
H 0.35 3.39 0.19
H -2.03 3.22 -0.19
H -1.17 2.51 -1.54
H -3.10 3.78 -2.33
H -1.61 4.45 -2.96
H -3.10 6.25 -2.33
H -1.70 6.30 -1.28
H -4.43 5.12 -0.55
H -3.79 6.68 -0.01
H -3.03 5.18 0.54
C -0.86 -3.04 7.06
C -0.86 -1.67 6.40
C -1.78 -1.59 5.18
C -1.40 -2.52 4.01
C 0.01 -2.33 3.46
C 0.25 -0.95 2.87
H -0.48 -3.81 6.39
H -0.22 -3.03 7.95
H -1.87 -3.32 7.37
H 0.16 -1.39 6.13
H -1.20 -0.93 7.13
H -1.80 -0.55 4.82
H -2.80 -1.82 5.48
H -2.12 -2.36 3.20
H -1.52 -3.56 4.33
H 0.18 -3.08 2.68
H 0.76 -2.53 4.24
H -0.46 -0.75 2.06
H 1.26 -0.89 2.46
H 0.15 -0.17 3.62
*
```

Okay, here come the natural (NBO) numbers, in e, for every atom: atom 1 (C): -0.646, atom 2 (C): -0.539, atom 3 (S): 0.142, atom 4 (C): -1.046, atom 5 (Ga): 0.866, atom 6 (C): -0.900, atom 7 (C): -0.510, atom 8 (C): 0.799, atom 9 (O): -0.610, atom 10 (O): -0.760, atom 11 (P): 1.611, atom 12 (N): -1.371, atom 13 (O): -1.002, atom 14 (O): -1.000, atom 15 (H): 0.251, atom 16 (H): 0.195, atom 17 (H): 0.207, atom 18 (H): 0.221, atom 19 (H): 0.196, atom 20 (H): 0.243, atom 21 (H): 0.204, atom 22 (H): -0.332, atom 23 (H): 0.215, atom 24 (H): 0.240, atom 25 (H): 0.243, atom 26 (H): 0.223, atom 27 (H): 0.494, atom 28 (H): 0.373, atom 29 (H): 0.500, atom 30 (H): 0.497, atom 31 (C): -0.611, atom 32 (C): -0.400, atom 33 (C): -0.400, atom 34 (C): -0.397, atom 35 (C): -0.397, atom 36 (C): -0.609, atom 37 (H): 0.194, atom 38 (H): 0.206, atom 39 (H): 0.212, atom 40 (H): 0.185, atom 41 (H): 0.210, atom 42 (H): 0.198, atom 43 (H): 0.217, atom 44 (H): 0.199, atom 45 (H): 0.200, atom 46 (H): 0.195, atom 47 (H): 0.193, atom 48 (H): 0.199, atom 49 (H): 0.202, atom 50 (H): 0.204, atom 51 (C): -0.609, atom 52 (C): -0.398, atom 53 (C): -0.396, atom 54 (C): -0.395, atom 55 (C): -0.399, atom 56 (C): -0.623, atom 57 (H): 0.206, atom 58 (H): 0.203, atom 59 (H): 0.194, atom 60 (H): 0.201, atom 61 (H): 0.192, atom 62 (H): 0.202, atom 63 (H): 0.189, atom 64 (H): 0.199, atom 65 (H): 0.191, atom 66 (H): 0.216, atom 67 (H): 0.185, atom 68 (H): 0.233, atom 69 (H): 0.228, atom 70 (H): 0.177